{"formula": "C32H84B2CoF8N4O16", "method": "ωB97M-V with the def2-TZVPD basis set", "species": ["Co", "B", "F", "F", "F", "F", "B", "F", "F", "F", "F", "C", "O", "C", "C", "N", "C", "C", "O", "C", "H", "H", "H", "H", "H", "H", "H", "H", "H", "H", "H", "H", "H", "H", "H", "C", "O", "C", "C", "N", "C", "C", "O", "C", "H", "H", "H", "H", "H", "H", "H", "H", "H", "H", "H", "H", "H", "H", "H", "C", "O", "C", "C", "N", "C", "C", "O", "C", "H", "H", "H", "H", "H", "H", "H", "H", "H", "H", "H", "H", "H", "H", "H", "C", "O", "C", "C", "N", "C", "C", "O", "C", "H", "H", "H", "H", "H", "H", "H", "H", "H", "H", "H", "H", "H", "H", "H", "C", "C", "O", "O", "H", "H", "H", "H", "H", "H", "C", "C", "O", "O", "H", "H", "H", "H", "H", "H", "C", "C", "O", "O", "H", "H", "H", "H", "H", "H", "C", "C", "O", "O", "H", "H", "H", "H", "H", "H"], "xyz": [[0.644, 3.041, -3.234], [-0.371, 1.467, -1.259], [0.561, 2.526, -1.178], [-0.563, 1.275, -2.668], [0.160, 0.312, -0.703], [-1.572, 1.747, -0.623], [3.283, 2.589, -2.700], [3.900, 2.645, -1.453], [2.321, 1.558, -2.771], [2.550, 3.804, -2.904], [4.256, 2.427, -3.682], [7.941, -3.460, -3.328], [6.876, -4.082, -2.660], [6.855, -5.479, -2.830], [6.119, -6.140, -1.681], [4.906, -5.440, -1.243], [3.810, -5.609, -2.214], [2.666, -4.689, -1.896], [3.141, -3.381, -1.631], [2.096, -2.446, -1.713], [7.938, -2.420, -2.996], [7.839, -3.458, -4.419], [8.919, -3.866, -3.043], [7.851, -5.933, -2.895], [6.393, -5.717, -3.799], [6.780, -6.122, -0.809], [5.933, -7.197, -1.927], [4.655, -5.952, -0.401], [3.430, -6.639, -2.266], [4.173, -5.404, -3.224], [2.198, -5.043, -0.965], [1.929, -4.709, -2.707], [2.402, -1.460, -1.362], [1.231, -2.700, -1.090], [1.777, -2.294, -2.750], [6.308, 6.514, 6.452], [4.904, 6.372, 6.427], [4.471, 5.152, 6.996], [3.020, 4.921, 6.650], [2.793, 4.709, 5.243], [1.413, 4.406, 4.874], [1.300, 3.987, 3.416], [1.442, 2.590, 3.304], [1.338, 2.175, 1.950], [6.675, 6.146, 7.420], [6.572, 7.563, 6.367], [6.777, 5.875, 5.698], [4.633, 5.111, 8.076], [5.065, 4.362, 6.520], [2.480, 5.843, 6.949], [2.547, 4.154, 7.265], [3.060, 5.548, 4.742], [0.835, 5.324, 5.072], [1.037, 3.620, 5.532], [2.040, 4.538, 2.828], [0.288, 4.250, 3.085], [2.245, 2.482, 1.425], [0.429, 2.517, 1.453], [1.313, 1.086, 1.938], [-0.220, -1.587, 1.516], [-0.040, -2.323, 2.697], [0.627, -1.573, 3.684], [0.626, -2.342, 4.991], [1.113, -3.700, 4.729], [1.216, -4.534, 5.914], [1.892, -5.832, 5.514], [2.165, -6.607, 6.670], [3.210, -7.521, 6.528], [-0.683, -2.190, 0.731], [0.727, -1.203, 1.134], [-0.968, -0.797, 1.670], [0.123, -0.621, 3.894], [1.657, -1.387, 3.368], [-0.397, -2.421, 5.396], [1.222, -1.891, 5.784], [0.568, -4.132, 3.996], [0.201, -4.734, 6.296], [1.748, -3.989, 6.696], [2.780, -5.621, 4.914], [1.181, -6.385, 4.884], [4.184, -7.074, 6.761], [3.258, -8.056, 5.573], [3.068, -8.323, 7.261], [-11.544, -0.807, 0.856], [-10.582, 0.091, 0.320], [-9.335, -0.496, 0.032], [-8.337, 0.564, -0.347], [-8.732, 1.173, -1.637], [-8.031, 2.415, -1.980], [-6.500, 2.296, -1.988], [-6.066, 2.306, -0.627], [-4.663, 2.120, -0.536], [-11.650, -1.629, 0.142], [-12.466, -0.243, 0.964], [-11.206, -1.161, 1.834], [-9.473, -1.257, -0.748], [-8.909, -1.043, 0.886], [-7.394, 0.024, -0.445], [-8.237, 1.329, 0.426], [-9.714, 1.375, -1.471], [-8.303, 3.224, -1.291], [-8.336, 2.711, -2.987], [-6.129, 3.174, -2.524], [-6.180, 1.346, -2.420], [-4.257, 1.510, -1.345], [-4.402, 1.615, 0.394], [-4.182, 3.104, -0.523], [-3.158, -1.045, -0.626], [-2.874, -2.518, -0.848], [-3.565, -3.411, 0.007], [-2.647, -0.292, -1.711], [-2.725, -0.683, 0.315], [-4.238, -0.860, -0.550], [-1.787, -2.669, -0.818], [-3.207, -2.755, -1.863], [-3.131, -3.323, 0.866], [-2.217, 0.516, -1.413], [-0.125, -1.789, -5.105], [-1.217, -1.438, -4.103], [-2.434, -2.066, -4.442], [0.092, -0.720, -6.039], [-0.339, -2.742, -5.595], [0.801, -1.973, -4.551], [-1.282, -0.347, -4.154], [-0.911, -1.695, -3.090], [-3.164, -1.530, -4.117], [0.716, -1.055, -6.692], [0.828, 2.600, -6.181], [1.541, 3.934, -5.913], [0.882, 4.659, -4.845], [0.746, 1.862, -4.966], [1.368, 2.039, -6.945], [-0.169, 2.778, -6.603], [1.474, 4.502, -6.840], [2.556, 3.679, -5.606], [0.522, 5.422, -5.302], [0.693, 0.915, -5.183], [-2.013, 4.758, -2.991], [-1.186, 5.051, -1.754], [0.215, 4.999, -2.082], [-1.487, 3.502, -3.515], [-1.829, 5.536, -3.734], [-3.068, 4.571, -2.801], [-1.375, 4.490, -0.840], [-1.434, 6.076, -1.453], [0.580, 5.871, -1.922], [-2.075, 3.253, -4.237]], "mulliken_charge": [2.270, 1.266, -0.761, -0.672, -0.014, -0.436, 0.151, -0.406, -0.151, -0.530, -0.355, -0.794, -0.228, -0.587, -0.791, -0.219, -0.670, -0.522, -0.413, -0.098, 0.253, 0.295, 0.313, 0.440, 0.323, 0.395, 0.348, 0.238, 0.368, 0.356, 0.263, 0.357, 0.293, 0.206, -0.116, -0.726, -0.325, -0.561, -0.709, -0.254, -0.770, -0.326, -0.414, -0.424, 0.297, 0.247, 0.295, 0.389, 0.332, 0.308, 0.463, 0.210, 0.374, 0.393, 0.278, 0.301, 0.417, 0.214, -0.046, -0.274, -0.474, -0.238, -0.838, -0.175, -0.671, -0.426, -0.317, -0.743, -0.136, 0.177, 0.307, 0.356, 0.245, 0.320, 0.412, 0.212, 0.274, 0.321, 0.420, 0.242, 0.284, 0.321, 0.261, -0.710, -0.307, -0.717, -0.013, -0.479, -0.918, -0.227, -0.396, -0.336, 0.303, 0.227, 0.279, 0.344, 0.409, 0.004, 0.275, 0.284, 0.345, 0.455, 0.280, 0.334, 0.130, 0.327, 0.237, 0.633, -0.276, -0.601, -0.330, 0.136, -0.108, -0.016, 0.228, 0.356, -0.219, -0.660, 1.207, -0.721, -0.590, 0.440, 0.157, -0.347, -0.250, 0.356, 0.279, -0.375, -0.943, -0.503, -0.214, 0.455, 0.303, 0.572, 0.270, 0.318, 0.118, -0.472, -0.471, -0.429, -0.376, 0.274, 0.358, 0.040, 0.612, 0.288, 0.181], "e_tot_ha": -4924.0979, "multiplicity": 4, "s_squared": 3.75}